(1)
Below is a gas-phase ion, C5H11N2 (charge +1) in a non-equilibrium geometry, with properties calculated with ωB97M-V/def2-TZVPD.

Orbital gap (eV): 9.05
Relative energy (zero: lowest compared OMol25 entry of this formula, charge and spin) (eV): 4.063
E_tot (eV): -8333.0561
Net charge: +1
E_LUMO (eV): -4.763
F_max (eV/A): 3.22

Geometry (Å):
C -1.565 -0.204 1.211
C -2.160 1.142 -0.894
C -1.042 -0.854 -0.024
C 1.982 -0.201 0.704
C 0.929 0.437 -0.257
N -2.078 0.229 -0.019
N -0.131 -0.352 -0.907
H -2.196 -0.902 1.702
H -1.169 0.647 1.691
H -1.712 0.964 -1.855
H -2.656 2.148 -0.801
H -1.472 -1.874 -0.156
H 2.768 -0.708 0.199
H 2.494 0.744 1.051
H 1.609 -0.993 1.347
H 1.385 0.773 -1.163
H 0.432 1.389 0.197
H 0.134 -1.054 -1.605

Cartesian forces, eV/Å:
0.1 0.1 0.4
-1.3 1.1 0.7
-1.9 -0.4 -1.0
-0.5 1.8 -1.0
-0.2 0.7 -0.4
-2.2 0.6 -1.8
2.6 -1.9 0.4
-0.5 -0.1 1.0
0.9 0.2 1.2
0.1 -0.5 -0.4
0.4 -1.2 0.6
0.4 0.9 -0.1
0.5 -0.4 -1.1
-0.6 -1.4 0.9
-0.3 0.8 0.9
1.1 0.9 -0.1
0.8 -1.7 -0.6
0.5 0.5 0.6


(2)
Below is 2 unconnected molecules or ions with the total composition C2H4NO2 in a non-equilibrium geometry, with properties calculated with ωB97M-V/def2-TZVPD.

Orbital gap (eV): 11.97
Relative energy (zero: lowest compared OMol25 entry of this formula, charge and spin) (eV): 0.775
E_tot (eV): -7715.1814
Net charge: +1
E_LUMO (eV): -4.964
F_max (eV/A): 3.85

Geometry (Å):
C -2.931 -0.189 -0.089
C 0.104 1.302 0.267
N -0.118 -0.205 0.021
O -4.048 -0.266 0.133
O -0.697 1.977 -0.260
H 0.939 1.584 0.951
H -0.016 -0.599 -1.061
H -1.122 -0.466 0.171
H 0.414 -0.738 0.762

Cartesian forces, eV/Å:
-3.7 -0.5 0.8
-1.0 -0.1 -0.7
1.3 -2.4 -1.0
3.0 0.3 -0.7
0.5 0.6 0.2
-0.4 -0.4 -0.4
0.5 1.4 3.4
0.1 0.9 0.0
-0.2 0.1 -1.5


(3)
Below is 3 unconnected molecules or ions with the total composition C25H38Cl2N2OPS in a non-equilibrium geometry, with properties calculated with ωB97M-V/def2-TZVPD.

Orbital gap (eV): 6.42
E_tot (eV): -76730.0061
Net charge: +1
E_LUMO (eV): -4.619
F_max (eV/A): 1.48

Geometry (Å):
C 3.140 0.866 1.465
O 2.639 2.191 1.380
C 3.501 2.950 0.537
C 2.873 4.291 0.246
C 1.411 4.204 -0.158
C 1.144 3.290 -1.351
C 0.502 1.957 -0.986
C -0.833 2.140 -0.283
C -1.429 0.858 0.306
C -2.815 1.074 0.990
Cl -2.479 1.926 2.507
C -3.853 1.794 0.118
C -4.458 0.832 -0.918
Cl -5.197 2.440 1.107
C -0.424 0.236 1.310
S 0.196 -1.355 0.618
C -0.769 -1.210 -0.734
P -0.744 -2.466 -2.092
N 0.239 -3.633 -1.848
N -1.517 -0.145 -0.775
H 2.475 0.253 2.064
H 4.140 0.880 1.898
H 3.205 0.418 0.469
H 4.448 3.121 1.052
H 3.695 2.397 -0.386
H 3.439 4.783 -0.542
H 2.920 4.882 1.159
H 0.871 3.867 0.724
H 1.062 5.210 -0.375
H 2.077 3.085 -1.875
H 0.498 3.783 -2.077
H 0.343 1.400 -1.913
H 1.192 1.365 -0.382
H -0.746 2.830 0.552
H -1.529 2.583 -0.993
H -3.242 0.106 1.249
H -3.439 2.674 -0.352
H -4.559 1.324 -1.881
H -3.879 -0.078 -1.018
H -5.457 0.549 -0.609
H -0.858 -0.032 2.262
H 0.452 0.863 1.441
H -0.426 -1.668 -3.204
H -2.098 -2.799 -2.287
H 0.711 -3.619 -0.953
H -2.091 0.012 -1.593
C 1.742 0.900 7.067
C 2.620 1.971 6.979
C 2.853 2.582 5.755
C 2.207 2.125 4.615
C 1.326 1.057 4.708
C 1.094 0.441 5.930
H 1.562 0.424 8.022
H 3.123 2.330 7.867
H 3.541 3.415 5.690
H 2.380 2.598 3.658
H 0.811 0.703 3.821
H 0.408 -0.394 5.999
C -1.068 -5.771 -4.264
C -0.995 -5.278 -5.560
C -1.426 -6.053 -6.627
C -1.935 -7.322 -6.398
C -2.010 -7.818 -5.103
C -1.577 -7.043 -4.037
H -0.727 -5.168 -3.430
H -0.592 -4.288 -5.743
H -1.362 -5.670 -7.637
H -2.271 -7.928 -7.229
H -2.406 -8.809 -4.926
H -1.630 -7.433 -3.028

Cartesian forces, eV/Å:
0.1 0.3 -0.1
0.1 -0.5 -0.3
-0.1 0.3 0.1
-0.2 0.0 0.2
0.1 0.1 0.0
-0.1 0.0 -0.1
0.1 -0.3 -0.1
-0.2 -0.1 0.1
0.3 0.1 0.0
0.1 0.0 -0.2
0.0 0.2 0.2
-0.4 -0.2 0.1
0.0 0.4 0.0
0.0 0.0 0.0
0.2 -0.7 -0.3
0.2 0.0 0.2
-0.6 0.6 -0.2
1.0 -1.1 -0.1
-0.3 0.5 0.3
-0.1 -0.4 -0.4
0.0 0.1 0.3
0.1 -0.2 0.2
0.1 -0.1 -0.2
0.2 -0.2 -0.1
0.0 -0.1 -0.1
0.2 0.1 0.0
0.2 0.3 0.0
-0.2 0.0 0.0
-0.1 0.1 0.0
0.1 0.0 -0.1
-0.1 0.1 0.0
0.0 -0.1 -0.1
0.0 0.1 0.0
0.0 0.1 0.0
-0.1 0.1 -0.1
0.1 -0.1 0.2
0.2 0.1 0.0
0.1 0.0 -0.2
-0.1 -0.2 -0.1
-0.1 -0.2 0.1
-0.1 0.2 0.2
-0.1 0.2 0.2
-0.3 0.3 0.0
-0.1 0.3 0.0
0.2 -0.4 -0.1
0.0 0.2 0.0
0.0 0.0 0.0
0.0 0.0 0.0
0.0 0.0 0.0
-0.1 0.0 0.0
0.0 0.0 0.0
0.0 0.0 0.0
0.0 0.0 0.0
0.0 0.0 0.0
0.0 0.0 0.0
0.0 0.0 0.0
0.0 0.0 0.0
0.0 0.0 0.0
-0.1 0.1 0.0
0.0 0.0 0.0
0.0 0.0 0.0
0.0 0.0 0.0
0.0 0.0 0.0
0.0 0.0 0.0
0.1 -0.1 0.0
0.0 0.0 0.0
0.0 0.0 0.0
0.0 0.0 0.0
0.0 0.0 0.0
0.0 0.0 0.0


(4)
Below is 6 unconnected molecules or ions with the total composition C8H22ClO11 in a non-equilibrium geometry, with properties calculated with ωB97M-V/def2-TZVPD.

Orbital gap (eV): 10.00
E_tot (eV): -43691.3901
Net charge: -1
E_LUMO (eV): 2.960
F_max (eV/A): 3.58

Geometry (Å):
Cl -8.395 8.116 -22.734
O -7.990 9.251 -23.552
O -7.679 8.174 -21.477
O -9.791 8.145 -22.391
O -8.071 6.900 -23.415
C -6.770 11.396 -26.196
C -5.712 10.537 -25.554
C -5.775 9.156 -26.188
O -4.396 8.954 -26.491
C -3.651 10.090 -26.384
O -2.526 10.058 -26.851
O -4.423 11.046 -25.833
H -6.560 11.427 -27.265
H -6.775 12.432 -25.859
H -7.785 11.036 -26.029
H -5.927 10.492 -24.487
H -6.375 9.086 -27.096
H -6.075 8.406 -25.456
C -11.173 7.750 -25.540
O -11.836 7.079 -24.596
H -10.130 7.514 -25.751
H -11.674 7.666 -26.504
H -11.096 8.780 -25.191
H -11.453 7.133 -23.718
C -6.015 5.190 -20.608
O -7.386 5.180 -20.881
H -5.752 4.811 -19.620
H -5.573 4.529 -21.353
H -5.573 6.155 -20.855
H -7.755 6.066 -20.891
C -10.861 11.588 -22.586
O -9.714 11.663 -23.410
H -10.577 11.391 -21.552
H -11.519 12.447 -22.714
H -11.539 10.816 -22.950
H -9.229 10.836 -23.351
C -9.076 2.468 -21.966
O -9.354 3.797 -22.394
H -9.769 1.737 -22.384
H -8.040 2.283 -22.247
H -9.093 2.409 -20.878
H -8.575 4.280 -22.107

Cartesian forces, eV/Å:
0.6 -0.3 0.9
-0.5 0.1 0.0
0.5 -0.1 0.1
-0.6 0.4 -0.8
0.0 -0.1 -0.4
0.0 1.0 -0.4
-2.4 0.1 0.1
1.1 -0.2 1.0
0.4 -0.5 -0.4
0.2 -2.1 -1.6
-1.6 1.5 1.5
1.7 0.4 -0.2
-0.2 0.0 -0.2
0.2 0.0 0.2
0.2 -0.4 0.1
0.6 0.0 0.1
0.1 0.1 0.0
-0.2 0.0 -0.2
1.6 2.4 -1.2
-1.9 -2.6 1.6
0.3 -0.8 0.3
-0.3 0.2 0.1
-0.1 0.7 -0.7
0.5 0.2 -0.1
0.5 0.0 -1.3
-0.8 -0.5 0.4
-0.1 0.3 0.2
0.3 -0.3 0.1
0.0 0.2 0.5
0.2 0.5 0.0
-0.3 -0.7 -0.6
-0.3 0.9 -0.1
-0.3 0.2 0.1
0.7 0.7 0.3
0.1 -0.7 0.2
0.2 -0.4 0.1
0.6 0.9 0.2
-0.6 -0.8 -0.1
0.1 0.2 -0.2
0.0 -0.8 -0.2
-0.3 -0.2 0.2
0.1 0.7 0.1


no.,E_HOMO (eV)
1,-13.81
2,-16.93
3,-11.04
4,-7.04